{"formula": "C30H25N3O3PdS4", "method": "ωB97M-V/def2-TZVPD", "symbols": ["Pd", "C", "C", "C", "C", "C", "C", "C", "S", "O", "O", "N", "C", "C", "C", "C", "C", "N", "H", "H", "H", "H", "H", "H", "H", "H", "H", "H", "H", "C", "C", "C", "N", "C", "C", "H", "H", "H", "H", "H", "O", "C", "C", "C", "C", "C", "S", "C", "C", "C", "C", "S", "C", "C", "C", "C", "S", "H", "H", "H", "H", "H", "H", "H", "H", "H"], "coordinates": [[-0.245, 0.301, -0.930], [0.745, -4.701, 6.104], [0.420, -3.717, 5.015], [-0.591, -2.776, 5.184], [-0.917, -1.887, 4.172], [-0.212, -1.929, 2.977], [0.798, -2.859, 2.785], [1.107, -3.743, 3.806], [-0.648, -0.769, 1.725], [0.238, 0.361, 1.883], [-2.067, -0.552, 1.858], [-0.240, -1.441, 0.294], [-1.251, -2.195, -0.374], [-2.217, -2.984, 0.256], [-3.155, -3.631, -0.519], [-3.103, -3.504, -1.904], [-2.093, -2.731, -2.437], [-1.184, -2.087, -1.701], [0.479, -4.310, 7.085], [1.807, -4.946, 6.110], [0.194, -5.633, 5.960], [-1.135, -2.741, 6.120], [-1.712, -1.167, 4.299], [1.333, -2.886, 1.846], [1.897, -4.470, 3.661], [-2.241, -3.064, 1.334], [-3.925, -4.227, -0.048], [-3.820, -3.993, -2.548], [-1.993, -2.616, -3.510], [3.897, -1.031, -2.977], [3.276, 0.138, -3.377], [2.021, 0.437, -2.877], [1.390, -0.371, -2.021], [1.984, -1.505, -1.639], [3.236, -1.873, -2.097], [4.883, -1.285, -3.344], [3.752, 0.827, -4.059], [1.483, 1.331, -3.155], [1.426, -2.117, -0.948], [3.676, -2.801, -1.763], [-0.375, 1.713, -2.195], [-0.253, 2.903, -1.481], [-0.978, 2.643, -0.174], [-2.087, 1.836, -0.061], [-2.651, 1.875, 1.247], [-1.966, 2.701, 2.074], [-0.617, 3.425, 1.303], [1.214, 3.243, -1.248], [2.087, 2.633, -0.391], [3.430, 3.054, -0.585], [3.546, 3.970, -1.589], [2.036, 4.328, -2.294], [-0.930, 4.004, -2.280], [-1.226, 3.966, -3.607], [-1.834, 5.168, -4.066], [-1.989, 6.081, -3.071], [-1.406, 5.494, -1.576], [-2.529, 1.327, -0.912], [-3.505, 1.295, 1.551], [-2.159, 2.899, 3.114], [1.781, 1.922, 0.368], [4.264, 2.693, -0.003], [4.438, 4.467, -1.931], [-1.017, 3.103, -4.220], [-2.147, 5.338, -5.085], [-2.421, 7.065, -3.132]], "relative_energy_ev": 0.508, "orbital_gap_ha": 0.3058, "lumo_ev": 0.01, "energy_ha": -3268.77686}